[1]
A cluster of 2 separate species, C5H13NO in total, computed with ωB97M-V/def2-TZVPD.

Last column: Mulliken charge in e.
Element x y z (Å)
C  -0.2760  -0.6888  -1.7966  -1.5498
C  -0.4406  0.3553  -0.6496  0.3299
C  -1.6639  0.0435  0.2295  -0.7941
C  -1.2397  0.7441  1.5457  -0.4777
C  0.1323  0.0735  1.6466  -0.7537
N  0.7020  0.3481  0.3004  -0.4515
H  -1.0345  -0.5123  -2.5504  0.3908
H  0.6982  -0.4048  -2.1993  0.3916
H  -0.1561  -1.7395  -1.5406  0.3311
H  -0.5159  1.2418  -1.2403  0.2046
H  -1.7889  -1.0144  0.4267  0.3386
H  -2.5380  0.4969  -0.2470  0.3576
H  -2.0399  0.4445  2.2287  0.3282
H  -1.1452  1.8273  1.5177  0.2878
H  0.7182  0.5199  2.4513  0.3730
H  0.1369  -1.0070  1.7724  0.2796
H  1.1290  1.2533  0.2679  0.3098
O  3.0701  -0.8617  -1.0416  -0.6774
H  2.3663  -0.3842  -0.5683  0.4777
H  3.8857  -0.7355  -0.5533  0.3040

Lowest unoccupied orbital energy   0.92 eV
Kohn-Sham gap   10.23 eV
Energy above the lowest of the compared OMol25 structures with the same formula, charge and spin   1.039 eV



[2]
The molecule C3H3NO2S, computed with ωB97M-V/def2-TZVPD.

Last column: Mulliken charge in e.
Element x y z (Å)
C  -0.5170  -0.2478  -0.1548  0.2060
C  0.7881  -1.0466  -0.0284  -0.1028
C  0.6268  1.8282  0.0620  0.0375
N  -0.2651  1.0652  -0.1358  -0.2179
O  -3.0147  0.3752  -0.0174  -0.4780
O  1.9030  -0.4776  -0.0526  -0.6720
S  -2.1164  -0.7727  0.0088  0.3449
H  0.4898  -1.4004  0.9884  0.1775
H  0.8987  -1.9444  -0.7891  0.2382
H  1.2067  2.6210  0.1188  0.4669

Lowest unoccupied orbital energy (spin up / spin down)   -1.84 / -1.80 eV
Kohn-Sham gap (spin up / spin down)   6.04 / 6.21 eV
Energy above the lowest of the compared OMol25 structures with the same formula, charge and spin   7.480 eV



[3]
A cluster of 6 separate species, C31H56BrN7O7S2 in total, computed with ωB97M-V/def2-TZVPD.

Last column: Mulliken charge in e.
Element x y z (Å)
C  -3.5093  -3.7378  1.1463  -0.7747
C  -2.7031  -4.8284  0.2251  -0.2179
Br  -3.9402  -5.6495  -1.1628  -0.1900
C  -1.2826  -4.2989  -0.3988  -0.4727
C  -1.2449  -2.7082  -0.7935  0.5271
C  -0.0145  -1.7575  -0.1867  -0.8932
C  0.1378  -0.1430  -0.4833  0.8195
C  1.3868  0.7826  0.1322  -0.2172
C  1.7483  0.4329  1.6926  -0.4938
C  3.3497  0.5726  2.0720  -0.1125
C  4.0735  1.9122  1.4384  0.5066
O  4.4036  2.0827  0.1488  -0.5883
O  4.4538  3.0346  2.3563  -0.4941
C  -0.9858  0.5981  -1.4376  -0.2296
C  -1.0192  2.2006  -1.8104  -0.9109
C  -2.2419  2.8529  -0.8764  -0.0526
C  -2.2056  4.4913  -0.8276  -0.4473
S  -4.0044  5.0891  -0.8731  -0.1947
C  -2.2093  -0.3227  -2.0996  0.4170
N  -3.3307  0.1084  -3.0352  -0.5100
S  -4.3121  -1.2937  -3.3926  0.1422
N  -3.4977  -2.5513  -2.4932  -0.4428
C  -2.3190  -1.9286  -1.7771  0.1496
H  -3.6163  -2.6705  0.6774  0.0158
H  -3.0394  -3.7640  2.2181  0.2769
H  -4.6225  -4.1529  1.2631  0.3171
H  -2.4289  -5.7357  0.9509  0.4453
H  -0.4044  -4.5798  0.3549  0.2670
H  -1.0662  -4.9059  -1.4029  0.1948
H  0.7716  -2.3347  0.4878  -0.0564
H  2.3747  0.5726  -0.4963  0.2640
H  1.1426  1.9431  0.0953  0.1371
H  1.3693  -0.6503  1.9904  0.2179
H  1.1835  1.1985  2.4132  0.2663
H  3.9859  -0.3732  1.7332  -0.0586
H  3.4293  0.6856  3.2556  0.2795
H  5.2573  3.5224  1.9603  0.5449
H  -0.0218  2.7754  -1.6003  0.3504
H  -1.3424  2.3761  -2.9438  0.3738
H  -2.1670  2.3940  0.2129  0.2141
H  -3.2660  2.4940  -1.3185  0.0061
H  -1.7577  4.9026  0.1823  0.3010
H  -1.6077  4.9430  -1.7274  0.3206
H  -4.8641  3.9889  -1.1161  -0.0015
C  -9.2822  4.0356  -1.8250  -0.9162
N  -8.1999  3.1918  -2.2866  0.1284
C  -8.3742  2.4373  -3.5098  -0.9220
C  -7.0100  3.0849  -1.5979  0.1623
O  -6.0566  2.3920  -1.9311  -0.6551
H  -10.1664  3.4147  -1.6547  0.3346
H  -9.5001  4.7827  -2.5935  0.3421
H  -9.0162  4.5445  -0.8946  0.2977
H  -8.2623  1.3712  -3.2899  0.2876
H  -7.5994  2.7324  -4.2239  0.2904
H  -9.3619  2.6225  -3.9409  0.3696
H  -6.9832  3.6995  -0.6833  0.3261
C  3.0731  -6.3813  -3.9096  -0.9943
N  2.3921  -5.5642  -2.9272  0.2894
C  2.0223  -4.2096  -3.2796  -0.8469
C  2.0855  -6.0359  -1.6682  -0.0481
O  1.5127  -5.4002  -0.7919  -0.4783
H  4.0108  -5.8919  -4.1875  0.3218
H  2.4340  -6.4794  -4.7918  0.3616
H  3.2914  -7.3762  -3.5120  0.2981
H  2.5064  -3.5161  -2.5852  0.1866
H  0.9375  -4.1007  -3.1865  0.2787
H  2.3289  -3.9791  -4.3036  0.3690
H  2.4108  -7.0764  -1.5054  0.2949
C  -6.0990  -0.6108  3.9403  -0.9468
N  -4.6727  -0.8378  4.0417  0.1159
C  -4.0239  -0.6496  5.3221  -0.9403
C  -3.9144  -1.2273  2.9578  0.2891
O  -2.7076  -1.4360  2.9736  -0.6480
H  -6.3128  0.4248  4.2199  0.3447
H  -6.6146  -1.2903  4.6250  0.3460
H  -6.4553  -0.7886  2.9221  0.3067
H  -3.2501  0.1174  5.2200  0.2948
H  -3.5504  -1.5890  5.6232  0.2781
H  -4.7484  -0.3427  6.0813  0.3758
H  -4.5061  -1.3413  2.0348  0.2352
C  8.5856  7.5075  2.4283  -0.9010
N  7.5387  6.7295  1.7997  0.1342
C  6.8046  7.3089  0.6946  -0.9480
C  7.2199  5.4557  2.2206  0.1153
O  6.3488  4.7446  1.7351  -0.7390
H  8.1509  8.4292  2.8255  0.3380
H  9.3432  7.7518  1.6782  0.3357
H  9.0546  6.9510  3.2443  0.2950
H  5.7422  7.3476  0.9539  0.2980
H  6.9285  6.6735  -0.1876  0.2982
H  7.1669  8.3172  0.4759  0.3729
H  7.8384  5.1123  3.0660  0.2964
C  6.6706  -3.7398  0.7898  -0.9407
N  5.6096  -3.5852  -0.1832  0.2210
C  4.3131  -3.1213  0.2637  -0.9117
C  5.7958  -3.8657  -1.5204  0.0094
O  4.9442  -3.7572  -2.3940  -0.5123
H  6.3533  -4.4627  1.5467  0.3319
H  6.8603  -2.7719  1.2626  0.3186
H  7.5903  -4.0950  0.3173  0.2939
H  3.5606  -3.8773  0.0194  0.1984
H  4.0650  -2.1949  -0.2633  0.3172
H  4.3174  -2.9414  1.3422  0.3914
H  6.8169  -4.2107  -1.7516  0.2621

Lowest unoccupied orbital energy   -0.64 eV
Kohn-Sham gap   6.69 eV



Which formula does entry 3 have? C31H56BrN7O7S2